Below is a structure of composition C5H9OP at a distorted geometry, with properties calculated with ωB97M-V with the def2-TZVPD basis set.

The calculation puts the LUMO energy at 0.8 eV. Its total energy is -612.405825 hartree. The value obtained for the HOMO-LUMO gap is 10.268 eV. As for the charge: 0. As for the energy above the lowest of the compared OMol25 structures with the same formula, charge and spin: 239.13 kJ/mol. For the largest force on an atom, the calculation gives 6.73 eV Å⁻¹.

Each line ends with the Löwdin charge.
Cartesian coordinates (Å):
C -0.806 -1.382 0.237  -0.288
C -0.358 -0.277 -0.738  -0.219
C 0.349 -1.535 1.189  -0.387
C 0.227 0.727 0.163  -0.591
C 0.616 2.228 -0.991  0.053
O -0.556 1.096 1.309  -0.346
P 0.815 0.223 1.793  1.022
H -1.590 -1.048 0.866  0.088
H -1.089 -2.268 -0.319  0.107
H 0.507 -0.660 -1.429  0.154
H -1.160 0.221 -1.364  0.131
H 0.048 -2.444 1.956  0.126
H 1.210 -1.967 0.653  0.068
H -0.451 2.292 -1.248  0.048
H 1.181 1.756 -1.675  -0.017
H 1.058 3.038 -0.400  0.050



Below is a cluster of 5 separate species, C24H24ClO8 in total at a distorted geometry, with properties calculated with ωB97M-V with the def2-TZVPD basis set.

The calculation puts the LUMO energy at 2.5 eV. Its total energy is -1990.903462 hartree. The value obtained for the HOMO-LUMO gap is 8.052 eV. As for the charge: -1. As for the energy above the lowest of the compared OMol25 structures with the same formula, charge and spin: 41.87 kJ/mol. For the largest force on an atom, the calculation gives 10.11 eV Å⁻¹.

Each line ends with the Löwdin charge.
Cartesian coordinates (Å):
Cl -0.389 1.510 -0.290  0.002
C -2.736 -1.703 -3.147  0.021
C -1.911 -2.905 -3.500  -0.020
C -1.015 -3.398 -2.594  -0.402
C -0.836 -2.912 -1.365  -0.003
C -1.477 -1.663 -0.933  0.021
C -2.394 -1.089 -1.897  -0.343
O -2.984 0.079 -1.517  -0.030
O -0.402 -4.604 -2.928  0.044
H -3.399 -1.181 -3.903  0.118
H -1.960 -3.403 -4.594  0.155
H -0.168 -3.360 -0.815  0.056
H -1.561 -1.372 -0.022  0.025
H -2.235 0.525 -1.039  -0.037
H 0.311 -4.844 -2.450  0.031
C -3.251 3.230 3.895  0.026
C -2.183 3.101 2.780  0.020
C -1.445 4.211 2.406  -0.327
C -1.662 5.446 3.152  -0.015
C -2.674 5.562 4.205  -0.040
C -3.550 4.466 4.509  -0.426
O -4.521 4.613 5.352  0.071
O -0.428 4.152 1.478  0.010
H -3.865 2.445 4.184  0.069
H -2.221 2.037 2.513  0.095
H -1.117 6.439 2.886  0.125
H -2.822 6.637 4.761  0.140
H -4.734 5.501 5.552  0.086
H -0.315 3.267 1.260  -0.080
C 2.493 -2.681 2.409  0.038
C 1.543 -1.414 2.153  0.065
C 1.336 -0.601 3.266  -0.372
C 1.829 -0.873 4.539  -0.051
C 2.668 -1.935 4.680  -0.044
C 2.845 -2.994 3.699  -0.329
O 3.258 -4.273 3.846  0.104
O 0.505 0.455 3.041  -0.030
H 2.385 -3.441 1.725  0.063
H 1.202 -1.205 1.142  0.087
H 1.853 -0.009 5.274  0.144
H 2.817 -2.079 5.757  0.103
H 3.558 -4.437 4.627  0.001
H -0.049 0.480 2.170  0.075
C 2.596 0.907 -4.846  -0.005
C 3.216 -0.211 -5.711  0.008
C 2.496 -1.395 -5.669  -0.339
C 1.621 -1.709 -4.657  -0.013
C 1.135 -0.617 -3.869  0.015
C 1.726 0.637 -3.856  -0.348
O 1.394 1.555 -2.848  0.010
O 2.961 -2.557 -6.365  -0.016
H 2.905 1.987 -5.224  0.141
H 4.020 -0.033 -6.404  0.087
H 1.127 -2.637 -4.499  0.092
H 0.244 -0.846 -3.033  0.164
H 0.982 1.367 -2.069  -0.119
H 3.280 -2.226 -7.213  0.079